1.
Molecular formula: C20H60O10
Method: DFT, wB97M-V/def2-TZVPD

Each line ends with the Löwdin charge.
Positions of all 90 atoms, in Å:
C (-1.523, -1.236, 1.153)  -0.103
C (-0.300, -0.860, 0.408)  -0.369
O (0.689, -1.705, 0.865)  -0.069
H (-1.856, -2.236, 0.875)  0.076
H (-2.299, -0.554, 0.805)  0.075
H (-1.568, -1.359, 2.236)  0.079
H (0.043, 0.161, 0.572)  0.108
H (-0.499, -0.982, -0.657)  0.115
H (1.402, -1.786, 0.228)  0.089
C (7.260, -2.865, -0.280)  -0.109
C (6.989, -2.545, -1.732)  -0.302
O (5.562, -2.781, -1.919)  -0.088
H (8.325, -2.906, -0.055)  0.074
H (6.783, -3.767, 0.102)  0.074
H (6.862, -2.046, 0.320)  0.072
H (7.565, -3.173, -2.413)  0.103
H (7.410, -1.542, -1.796)  0.103
H (5.273, -2.694, -2.831)  0.073
C (4.752, 4.281, -3.780)  -0.111
C (4.129, 4.476, -5.138)  -0.312
O (3.890, 3.125, -5.636)  -0.078
H (5.000, 5.206, -3.259)  0.074
H (5.685, 3.742, -3.944)  0.071
H (4.167, 3.648, -3.113)  0.076
H (4.679, 5.175, -5.768)  0.108
H (3.214, 5.019, -4.903)  0.099
H (3.461, 3.255, -6.485)  0.073
C (-3.532, 2.176, -5.573)  -0.092
C (-4.008, 3.416, -6.343)  -0.293
O (-2.925, 4.054, -7.039)  -0.100
H (-2.584, 2.139, -5.037)  0.073
H (-3.564, 1.324, -6.252)  0.066
H (-4.256, 2.016, -4.775)  0.062
H (-4.243, 4.136, -5.559)  0.102
H (-4.779, 3.231, -7.092)  0.113
H (-2.747, 4.852, -6.536)  0.070
C (2.262, 3.018, 4.204)  -0.119
C (3.304, 2.141, 3.760)  -0.358
O (3.146, 0.820, 4.331)  -0.074
H (2.386, 4.053, 3.885)  0.087
H (2.137, 2.771, 5.259)  0.090
H (1.318, 2.685, 3.772)  0.075
H (4.232, 2.518, 4.190)  0.111
H (3.504, 2.123, 2.688)  0.114
H (2.544, 0.347, 3.752)  0.074
C (1.489, -6.477, 5.878)  -0.067
C (0.270, -5.593, 6.427)  -0.326
O (0.270, -5.741, 7.805)  -0.074
H (2.283, -6.379, 6.617)  0.063
H (1.902, -6.272, 4.890)  0.059
H (1.096, -7.493, 5.896)  0.059
H (-0.680, -5.905, 5.992)  0.101
H (0.369, -4.558, 6.100)  0.098
H (-0.554, -6.162, 8.063)  0.086
C (-4.547, 2.112, 8.792)  -0.092
C (-4.542, 0.595, 8.999)  -0.349
O (-5.588, 0.249, 9.822)  -0.081
H (-3.804, 2.520, 8.107)  0.067
H (-4.396, 2.610, 9.750)  0.070
H (-5.479, 2.395, 8.301)  0.074
H (-3.711, 0.274, 9.627)  0.109
H (-4.602, 0.117, 8.021)  0.115
H (-5.478, 0.659, 10.683)  0.087
C (-8.714, 0.920, -1.872)  -0.090
C (-9.407, 0.635, -3.203)  -0.340
O (-10.181, 1.742, -3.503)  -0.086
H (-9.461, 0.842, -1.082)  0.075
H (-8.155, 1.850, -1.771)  0.072
H (-8.008, 0.119, -1.653)  0.066
H (-10.035, -0.251, -3.112)  0.115
H (-8.772, 0.536, -4.084)  0.107
H (-9.606, 2.511, -3.513)  0.082
C (-1.220, 6.665, -1.272)  -0.087
C (-1.395, 7.916, -2.113)  -0.382
O (-1.735, 7.718, -3.414)  -0.052
H (-1.171, 6.972, -0.227)  0.073
H (-0.375, 6.024, -1.523)  0.069
H (-2.062, 5.973, -1.309)  0.072
H (-0.485, 8.515, -2.140)  0.111
H (-2.087, 8.514, -1.520)  0.104
H (-1.489, 8.469, -3.959)  0.091
C (4.842, -10.207, -4.194)  -0.085
C (4.918, -8.880, -3.429)  -0.337
O (3.764, -8.117, -3.613)  -0.080
H (5.762, -10.785, -4.098)  0.068
H (4.713, -9.955, -5.246)  0.068
H (4.083, -10.977, -4.054)  0.071
H (5.711, -8.222, -3.785)  0.110
H (5.062, -9.087, -2.369)  0.104
H (3.917, -7.263, -3.201)  0.082

Output
- Total charge: 0
- SMILES: CCO.CCO.CCO.CCO.CCO.CCO.CCO.CCO.CCO.CCO
- Energy above the lowest of the compared OMol25 structures with the same formula, charge and spin: 4.886 eV

2.
Molecular formula: C20H61IN21O40S
Method: DFT, wB97M-V/def2-TZVPD

Each line ends with the Löwdin charge.
Positions of all 144 atoms, in Å:
S (4.903, -3.387, 2.123)  0.310
N (3.261, -3.968, 2.252)  -1.157
I (1.981, -2.388, 2.596)  0.467
H (4.860, -2.076, 2.307)  -0.261
C (3.552, 1.525, 5.443)  0.024
N (3.833, 0.315, 4.622)  -0.436
O (4.248, -0.692, 5.164)  0.045
O (3.600, 0.442, 3.425)  -0.050
H (3.778, 1.314, 6.477)  0.082
H (4.180, 2.322, 5.059)  0.077
H (2.493, 1.741, 5.276)  0.055
C (0.404, 1.683, 2.575)  0.048
N (0.004, 2.503, 3.757)  -0.410
O (0.884, 2.757, 4.583)  0.024
O (-1.159, 2.873, 3.847)  0.050
H (1.457, 1.440, 2.675)  0.076
H (-0.209, 0.787, 2.586)  0.106
H (0.216, 2.262, 1.676)  0.076
C (-0.146, 2.347, 8.678)  0.055
N (1.185, 1.799, 8.295)  -0.424
O (1.523, 0.720, 8.748)  0.075
O (1.845, 2.490, 7.537)  0.046
H (-0.629, 1.646, 9.348)  0.093
H (0.026, 3.301, 9.166)  0.073
H (-0.721, 2.479, 7.767)  0.105
C (0.488, 7.086, 9.249)  0.049
N (-0.665, 6.152, 9.389)  -0.427
O (-0.707, 5.427, 10.376)  0.023
O (-1.503, 6.163, 8.508)  0.076
H (1.135, 6.952, 10.107)  0.098
H (0.999, 6.838, 8.325)  0.108
H (0.088, 8.088, 9.209)  0.068
C (2.332, 1.067, -1.994)  0.044
N (1.406, 1.639, -0.988)  -0.417
O (1.211, 2.849, -1.024)  0.036
O (0.912, 0.831, -0.232)  0.060
H (2.698, 1.872, -2.622)  0.087
H (3.137, 0.581, -1.457)  0.101
H (1.756, 0.346, -2.557)  0.071
C (3.108, 6.586, -1.405)  0.043
N (3.481, 5.164, -1.673)  -0.432
O (3.838, 4.457, -0.740)  0.055
O (3.411, 4.794, -2.833)  0.048
H (3.216, 6.773, -0.345)  0.094
H (3.780, 7.210, -1.986)  0.101
H (2.086, 6.722, -1.732)  0.059
C (-0.642, -4.817, 0.583)  0.038
N (-1.554, -3.985, -0.250)  -0.419
O (-2.314, -4.565, -1.023)  0.023
O (-1.497, -2.772, -0.141)  0.054
H (-0.857, -5.854, 0.360)  0.090
H (0.385, -4.554, 0.340)  0.079
H (-0.841, -4.590, 1.626)  0.092
C (7.700, 2.593, 5.292)  0.057
N (7.062, 3.909, 5.597)  -0.438
O (5.845, 3.957, 5.608)  0.058
O (7.807, 4.849, 5.814)  0.054
H (6.918, 1.862, 5.123)  0.090
H (8.312, 2.727, 4.406)  0.102
H (8.312, 2.325, 6.146)  0.100
C (-0.902, 3.707, 13.313)  0.048
N (-0.473, 4.334, 14.597)  -0.446
O (0.006, 5.455, 14.554)  0.061
O (-0.633, 3.678, 15.612)  0.052
H (-0.702, 4.398, 12.506)  0.060
H (-0.334, 2.789, 13.195)  0.102
H (-1.963, 3.495, 13.395)  0.102
C (-3.448, -0.297, -0.935)  0.050
N (-4.360, 0.480, -0.046)  -0.447
O (-5.406, 0.898, -0.517)  0.045
O (-4.000, 0.649, 1.104)  0.058
H (-3.906, -0.358, -1.915)  0.091
H (-2.496, 0.234, -0.973)  0.105
H (-3.316, -1.280, -0.500)  0.073
C (-1.717, 10.631, 6.489)  0.051
N (-0.300, 10.453, 6.916)  -0.430
O (0.487, 11.351, 6.689)  0.082
O (-0.027, 9.398, 7.470)  0.037
H (-1.809, 11.601, 6.016)  0.093
H (-1.949, 9.828, 5.797)  0.102
H (-2.335, 10.562, 7.378)  0.100
C (-0.795, 6.227, 0.669)  0.056
N (-0.163, 6.770, -0.558)  -0.438
O (-0.345, 6.191, -1.613)  0.077
O (0.527, 7.770, -0.433)  0.033
H (-1.358, 5.343, 0.403)  0.099
H (0.006, 5.996, 1.359)  0.103
H (-1.438, 7.000, 1.077)  0.099
C (-4.152, -4.683, -3.861)  0.054
N (-4.830, -3.956, -4.975)  -0.433
O (-5.203, -2.817, -4.774)  0.084
O (-4.969, -4.557, -6.033)  0.023
H (-4.099, -4.027, -3.001)  0.083
H (-4.739, -5.570, -3.644)  0.104
H (-3.160, -4.952, -4.205)  0.084
C (1.797, -3.797, -2.842)  0.043
N (1.876, -2.419, -2.282)  -0.396
O (2.969, -1.980, -1.943)  0.059
O (0.812, -1.809, -2.182)  0.041
H (2.795, -4.238, -2.892)  0.071
H (1.140, -4.357, -2.185)  0.094
H (1.363, -3.722, -3.834)  0.065
C (6.536, -2.967, -1.132)  0.023
N (7.491, -1.824, -1.213)  -0.443
O (7.957, -1.542, -2.311)  0.023
O (7.755, -1.237, -0.182)  0.061
H (6.422, -3.371, -2.131)  0.076
H (6.951, -3.701, -0.451)  0.086
H (5.593, -2.596, -0.738)  0.062
C (5.124, -3.252, -5.874)  0.061
N (4.117, -4.200, -5.325)  -0.418
O (4.283, -4.639, -4.197)  0.043
O (3.151, -4.476, -6.018)  0.054
H (5.897, -3.111, -5.129)  0.093
H (5.521, -3.694, -6.782)  0.099
H (4.608, -2.322, -6.091)  0.105
C (-7.383, -6.152, -7.655)  0.038
N (-8.532, -7.090, -7.770)  -0.439
O (-8.635, -8.008, -6.978)  0.071
O (-9.292, -6.862, -8.698)  0.041
H (-6.762, -6.444, -6.817)  0.083
H (-6.839, -6.213, -8.590)  0.071
H (-7.784, -5.155, -7.513)  0.108
C (-0.957, -5.979, -6.633)  0.052
N (-0.236, -4.945, -5.838)  -0.423
O (0.107, -3.917, -6.397)  0.076
O (-0.040, -5.202, -4.662)  0.046
H (-1.059, -5.616, -7.647)  0.090
H (-0.363, -6.887, -6.593)  0.102
H (-1.924, -6.133, -6.165)  0.087
C (-3.945, -5.843, -10.373)  0.052
N (-4.638, -4.593, -9.945)  -0.420
O (-5.858, -4.597, -9.935)  0.032
O (-3.936, -3.646, -9.637)  0.074
H (-4.695, -6.585, -10.619)  0.077
H (-3.340, -5.596, -11.239)  0.104
H (-3.321, -6.164, -9.545)  0.090
C (-8.670, -5.896, -12.008)  0.049
N (-7.273, -6.372, -12.229)  -0.437
O (-7.006, -7.527, -11.942)  0.053
O (-6.479, -5.564, -12.680)  0.046
H (-9.253, -6.713, -11.601)  0.088
H (-8.613, -5.071, -11.305)  0.099
H (-9.061, -5.565, -12.964)  0.098

Output
- Total charge: -1

Looking at Kohn-Sham gap for the records above, in order, we have 0.37621; 0.11943 Eh.
Looking at max |F| for the records above, in order, we have 3.15; 1.36 eV/Å.